# 1
DFT (ωB97M-V/def2-TZVPD) results for a cluster of 7 separate species, C30H28Br6O8 in total in a non-equilibrium geometry.

Calculated values
* net charge: 0
* SMILES: O=C1C=CC(=O)C=C1.O=C1C=CC(=O)C=C1.O=C1C=CC(=O)C=C1.O=C1C=CC(=O)C=C1.BrCCBr.BrCCBr.BrCCBr
* energy above the lowest of the compared OMol25 structures with the same formula, charge and spin: 26.5 kcal/mol
* HOMO level: -9.838 eV
* max |F|: 0.0633 hartree/bohr
* gap between HOMO and LUMO: 7.7672 eV
* calculated total energy: -17205.760575 Eh

Cartesian coordinates (Å):
Br: -36.2566 -3.6783 -8.9995
C: -35.5596 -3.5133 -10.8494
C: -34.7736 -2.2143 -10.8845
Br: -33.9102 -2.0882 -12.6646
H: -36.4261 -3.4525 -11.5010
H: -34.9356 -4.3622 -11.1090
H: -33.9723 -2.1420 -10.1565
H: -35.3788 -1.3137 -10.8709
Br: -36.5702 -4.8749 -16.9755
C: -35.8545 -6.4295 -17.9383
C: -36.9715 -7.4540 -17.8926
Br: -36.1204 -9.2466 -18.1390
H: -35.0165 -6.8732 -17.4045
H: -35.4667 -6.0686 -18.8858
H: -37.8460 -7.3044 -18.5245
H: -37.4607 -7.5112 -16.9224
Br: -36.0560 -0.4229 -16.8797
C: -34.6360 -1.6110 -16.2247
C: -34.1214 -2.5607 -17.3029
Br: -33.3792 -4.2611 -16.5768
H: -34.9687 -2.2311 -15.3904
H: -33.9234 -0.9602 -15.7194
H: -33.2593 -2.2118 -17.8634
H: -34.9300 -2.8956 -17.9427
C: -31.9384 0.6429 -18.8436
C: -32.4816 1.8668 -18.7832
C: -31.8944 3.0065 -18.1240
O: -32.4006 4.1165 -18.0189
C: -30.6254 2.6574 -17.4768
C: -30.0777 1.4356 -17.5711
C: -30.6414 0.2556 -18.2937
O: -30.1515 -0.8385 -18.4355
H: -32.2892 -0.1213 -19.5321
H: -33.3083 1.9114 -19.4826
H: -30.1162 3.4023 -16.8797
H: -29.0983 1.2451 -17.1424
C: -30.5971 -6.1229 -17.0549
C: -31.2452 -6.7872 -18.0211
C: -30.8277 -8.1439 -18.4509
O: -31.3231 -8.5989 -19.4621
C: -29.8282 -8.7516 -17.5907
C: -29.1810 -8.1533 -16.6384
C: -29.4370 -6.7061 -16.2813
O: -28.9499 -6.1491 -15.3337
H: -31.0049 -5.2129 -16.6333
H: -32.1152 -6.3853 -18.5238
H: -29.7536 -9.8353 -17.6419
H: -28.4566 -8.6425 -15.9982
C: -39.7970 -2.1825 -16.0871
C: -38.6979 -2.4657 -15.3677
C: -38.6753 -3.4252 -14.2859
O: -37.6348 -3.7522 -13.7430
C: -39.9326 -4.1853 -14.0807
C: -40.9798 -3.9654 -14.8806
C: -41.0149 -2.9280 -15.9768
O: -42.0005 -2.8561 -16.6872
H: -39.5287 -1.5428 -16.9221
H: -37.7988 -1.8602 -15.3596
H: -39.9879 -4.9086 -13.2784
H: -41.9056 -4.5196 -14.7898
C: -33.5971 4.2111 -12.5112
C: -33.1546 2.9433 -12.5780
C: -33.5948 1.9550 -13.6268
O: -33.0413 0.8936 -13.8253
C: -34.6590 2.4942 -14.4402
C: -35.0185 3.7797 -14.4575
C: -34.5449 4.7882 -13.4769
O: -34.9200 5.9389 -13.4861
H: -33.2085 4.9174 -11.7876
H: -32.4090 2.5564 -11.8941
H: -35.1316 1.8013 -15.1284
H: -35.7602 4.0188 -15.2094

Cartesian forces (eV/Å) of the 2 atoms listed first:
0.1862 -0.1752 -0.5377
-0.0517 0.8898 0.4416

=====

# 2
DFT (ωB97M-V/def2-TZVPD) results for a structure of composition C30H28Cl2IN4O7RuS.

Calculated values
* net charge: 0
* energy above the lowest of the compared OMol25 structures with the same formula, charge and spin: 14.5 kcal/mol
* 2S+1: 2
* HOMO level (spin up / spin down): -7.333 / -7.400 eV
* max |F|: 0.0166 hartree/bohr
* gap between HOMO and LUMO (spin up / spin down): 6.0265 / 6.0226 eV
* calculated total energy: -3616.903407 Eh

Cartesian coordinates (Å):
Ru: -0.2241 -1.1571 -0.6978
Cl: 2.5438 1.1964 6.2431
C: 1.7159 0.8498 4.7572
C: 0.6286 -0.0222 4.7597
C: -0.0324 -0.3120 3.5913
Cl: -1.4052 -1.3612 3.6986
C: 0.3383 0.2290 2.3158
O: -0.2740 -0.0759 1.2363
C: 1.4247 1.1647 2.3785
C: 1.9646 1.8901 1.2354
O: 1.5690 1.9180 0.0838
C: 2.0965 1.4391 3.5827
H: 0.2981 -0.4759 5.6839
H: 2.8536 2.4979 1.5084
H: 2.9294 2.1320 3.5726
O: 6.2453 -1.3197 4.0337
C: 4.9172 -1.5810 4.0596
O: 4.3976 -1.9517 5.0705
C: 4.1687 -1.3999 2.7736
C: 2.9474 -2.0499 2.6481
C: 2.1893 -1.8959 1.5019
C: 2.6547 -1.0909 0.4642
C: 3.8703 -0.4239 0.5871
C: 4.6180 -0.5794 1.7410
N: 1.8298 -0.9625 -0.6861
C: 2.3214 -0.6906 -1.8388
C: 1.4153 -0.6728 -2.9789
C: 1.8343 -0.3966 -4.2674
C: 0.8963 -0.4417 -5.2909
C: -0.4094 -0.7720 -4.9866
C: -0.7623 -1.0445 -3.6710
N: 0.1321 -0.9900 -2.6933
H: 6.5361 -1.1549 3.1299
H: 2.5850 -2.6501 3.4714
H: 1.2217 -2.3699 1.4174
H: 4.2042 0.2736 -0.1686
H: 5.5314 -0.0035 1.8386
H: 3.3820 -0.5350 -2.0051
H: 2.8705 -0.1527 -4.4569
H: 1.1887 -0.2234 -6.3091
H: -1.1739 -0.8164 -5.7488
H: -1.7765 -1.2796 -3.3926
O: -0.6515 1.0514 -1.2369
S: -1.0197 2.1589 -0.2830
C: -0.3314 3.6797 -1.0247
C: -1.4669 4.4567 -1.6853
C: -2.7237 4.1391 -0.8770
C: -2.7207 2.6261 -0.7242
H: 0.4466 3.3285 -1.6997
H: 0.1446 4.2391 -0.2195
H: -1.6015 4.1223 -2.7160
H: -1.2502 5.5251 -1.7088
H: -3.6364 4.4824 -1.3654
H: -2.6731 4.6289 0.0996
H: -2.9158 2.1139 -1.6686
H: -3.3968 2.2414 0.0390
C: -5.8565 -0.3870 -1.6284
N: -4.7254 -0.9508 -0.9090
C: -4.9029 -1.7024 0.2159
C: -3.8685 -2.2612 0.8649
C: -2.5581 -2.0244 0.3213
O: -1.5056 -2.4786 0.8033
N: -2.3994 -1.2500 -0.7843
C: -3.4511 -0.7106 -1.4442
O: -3.3710 -0.0351 -2.4691
H: -6.7664 -0.6377 -1.0881
H: -5.9086 -0.7907 -2.6383
H: -5.7630 0.6952 -1.7025
H: -5.9281 -1.8130 0.5432
H: -3.9896 -2.8507 1.7585
I: -1.2202 -4.2896 -2.1336
C: 0.2492 -3.1279 -1.0542
H: 1.1476 -3.2498 -1.6587
H: 0.3522 -3.6670 -0.1184

Cartesian forces (eV/Å) of the 2 atoms listed first:
-0.6629 0.2141 -0.4927
0.0512 0.0115 0.0397

=====

# 3
DFT (ωB97M-V/def2-TZVPD) results for a structure of composition C30H28Cl2N10OTi in a non-equilibrium geometry.

Calculated values
* net charge: +1
* energy above the lowest of the compared OMol25 structures with the same formula, charge and spin: 13.0 kcal/mol
* 2S+1: 2
* HOMO level (spin up / spin down): -9.264 / -9.526 eV
* max |F|: 0.0551 hartree/bohr
* gap between HOMO and LUMO (spin up / spin down): 5.7996 / 5.6294 eV
* calculated total energy: -3552.568388 Eh

Cartesian coordinates (Å):
Ti: -0.1177 -0.0057 0.0645
C: -1.9647 -5.0794 0.9692
C: -3.0935 -4.3052 0.6883
C: -3.0156 -3.1064 0.0109
C: -1.7447 -2.6569 -0.4211
C: -0.6618 -3.5639 -0.3733
C: -0.7257 -4.6883 0.4535
N: -1.5126 -1.3613 -0.8611
C: -2.3646 -0.8087 -1.8377
C: -3.1481 -1.5058 -2.8052
C: -3.7613 -0.8601 -3.9348
C: -3.5185 0.4867 -4.1268
C: -2.7105 1.1951 -3.2308
C: -2.1204 0.5575 -2.1466
N: -1.2557 1.1771 -1.2648
N: -1.0052 2.4674 -1.5777
C: -0.2786 2.9600 -0.5893
C: 0.2525 4.3049 -0.6500
C: 0.9944 4.7638 0.4049
C: 1.1939 3.8845 1.5337
C: 0.6647 2.6652 1.5542
N: 0.0229 2.1411 0.4602
H: -2.0712 -5.9638 1.5534
H: -4.0925 -4.6875 0.9406
H: -3.9125 -2.6090 -0.2890
H: 0.2547 -3.3420 -0.9215
H: 0.1554 -5.2221 0.7626
H: -3.2455 -2.6052 -2.7260
H: -4.4256 -1.3886 -4.6191
H: -3.9425 0.9497 -5.0065
H: -2.5490 2.2748 -3.3756
H: 0.0673 4.8781 -1.5699
H: 1.3325 5.7766 0.5001
H: 1.8679 4.1841 2.3653
H: 0.8013 2.0137 2.4143
C: -3.1443 -0.4794 4.0457
N: -1.7187 -0.6979 4.1883
C: -1.1488 -0.8308 5.5439
C: -0.9152 -0.5805 3.0853
N: -1.2818 -0.3122 1.8792
N: 0.4129 -0.8491 3.3817
C: 1.5452 -0.8990 2.5837
N: 2.6190 -1.4642 3.1659
N: 1.4430 -0.4929 1.3196
H: -3.6418 -0.6584 4.9849
H: -3.5845 -1.1311 3.3071
H: -3.2819 0.5649 3.7369
H: -1.9312 -0.7142 6.3335
H: -0.4228 -0.0164 5.7452
H: -0.7236 -1.8102 5.6491
H: -2.2863 -0.1112 1.8470
H: 0.6129 -1.0730 4.3569
H: 2.6154 -1.8174 4.1240
H: 3.5422 -1.5990 2.7103
H: 2.2939 -0.6370 0.7782
Cl: 1.3595 -2.0936 -3.5543
C: 2.0926 -0.5512 -3.4587
C: 3.0109 -0.1876 -4.4348
C: 3.7304 0.9862 -4.2927
Cl: 4.4800 1.5989 -5.6502
C: 3.7862 1.6936 -3.0554
C: 4.7030 2.7788 -2.8160
C: 4.7200 3.2570 -1.5322
C: 3.9318 2.6755 -0.4956
N: 2.9780 1.7974 -0.6968
C: 2.9371 1.2623 -1.9852
C: 2.0467 0.1543 -2.2148
O: 1.1952 -0.1975 -1.2634
H: 3.1348 -0.8272 -5.2911
H: 5.3078 3.1513 -3.6336
H: 5.2772 4.1171 -1.2734
H: 3.9355 3.0735 0.5331

Cartesian forces (eV/Å) of the 2 atoms listed first:
-1.8567 0.3130 -2.0810
0.2739 0.9705 -0.3330